[1]
Molecular formula: C27H20AuBrN4O2S
Method: DFT, ωB97M-V/def2-TZVPD

```
56
Properties=species:S:1:pos:R:3:forces:R:3:lowdin_charge:R:1
C 3.839998 -0.016121 -2.676946 0.04 0.01 -0.05 -0.09
H 3.365883 -1.638624 4.486297 0.00 0.01 0.00 0.14
C -1.888836 1.229602 0.018792 0.04 0.04 -0.32 -0.25
O -3.137363 -1.127826 1.623743 0.01 0.01 -0.02 -0.27
H 2.404931 2.146210 -0.615981 0.03 -0.02 0.01 0.11
H -4.546706 3.290385 -0.168588 0.00 0.01 0.00 0.13
H 4.025187 -0.968484 2.173687 0.02 -0.02 -0.05 0.15
N 0.695524 -1.086255 2.522351 0.04 -0.12 -0.39 0.00
C -3.145507 -2.826745 -3.076711 -0.02 0.01 0.01 -0.04
C 4.874044 0.024498 -0.094118 -0.09 0.09 0.09 0.00
C -1.203503 3.482794 -0.700915 -0.08 -0.10 0.07 -0.13
C -0.135158 4.340034 -1.021577 0.08 0.01 -0.02 0.06
H -0.339422 5.368351 -1.292378 0.00 0.01 0.01 0.14
H -6.280388 -2.006024 -2.061713 0.00 0.00 -0.01 0.12
C 2.979040 -0.803632 1.940554 0.15 -0.21 -0.20 -0.01
C 1.157350 3.874699 -0.981239 -0.02 0.11 -0.02 0.00
C 1.985360 -1.155438 2.929003 -0.17 -0.04 0.34 -0.23
N 2.606938 -0.401284 0.783236 -0.19 0.15 0.09 -0.03
C 3.507895 -0.180241 -0.294197 0.29 0.09 -0.32 -0.28
C -3.512422 2.981899 -0.235479 -0.13 -0.02 0.00 -0.02
C 2.325357 -1.582242 4.196677 0.05 0.04 -0.10 0.04
O -1.142413 -2.352485 0.786956 -0.20 -0.08 -0.19 -0.33
C -4.526858 -2.658016 -3.115066 0.03 0.01 0.04 -0.03
C 0.000181 -1.843792 4.659592 0.03 0.02 -0.03 0.02
C 1.310060 -1.933637 5.080434 -0.05 -0.02 0.05 0.01
H 6.767922 0.375697 -1.020220 0.00 0.00 0.01 0.12
H -2.628399 -3.264933 -3.918763 0.00 0.00 -0.01 0.12
C -0.276561 -1.417166 3.362117 -0.03 0.03 0.07 -0.05
H -2.830235 4.899348 -0.872473 0.00 0.01 0.00 0.13
C 5.197460 0.189030 -2.468334 0.04 0.01 -0.08 -0.67
S -2.237671 -1.441872 0.553084 -0.28 -0.23 -0.16 0.63
H -3.972968 0.968346 0.409239 0.02 -0.02 -0.01 0.11
H 1.548459 -2.270957 6.079812 0.00 0.00 0.00 0.14
Au 0.540572 -0.148495 0.579511 0.10 0.37 0.71 1.37
H -1.293225 -1.353907 3.007217 -0.02 0.01 0.02 0.09
C -3.130127 -1.900502 -0.880804 0.13 0.15 0.25 -0.30
H 5.305991 0.068069 0.896435 -0.03 0.02 0.03 0.12
C 3.001943 -0.196702 -1.592634 -0.04 -0.11 0.11 -0.05
C -4.506656 -1.732278 -0.897843 -0.11 0.03 0.02 -0.05
H 3.443916 -0.042074 -3.682264 0.00 0.00 0.00 0.12
C -2.435328 -2.447535 -1.952944 0.08 -0.04 -0.08 -0.05
C 1.402579 2.548062 -0.631187 -0.13 -0.09 0.02 -0.06
H 1.949049 -0.380519 -1.773483 -0.02 0.00 0.02 0.10
C -0.885640 2.160240 -0.349598 -0.14 0.07 0.03 -0.15
C -2.565252 3.877696 -0.636587 0.11 0.00 -0.02 0.01
N 0.409903 1.730717 -0.311241 0.03 -0.16 -0.30 -0.01
Br 6.343403 0.441684 -3.932763 -0.08 -0.01 0.10 0.85
C 5.711344 0.209475 -1.176381 0.06 0.00 -0.04 -0.09
N -1.395230 -0.074935 0.096772 0.52 0.00 0.29 -0.22
H 1.996153 4.514868 -1.212050 -0.01 0.01 -0.01 0.13
H -0.821571 -2.106519 5.310043 -0.01 0.00 -0.01 0.13
H -1.365002 -2.594539 -1.894030 0.00 0.00 -0.01 0.12
H -5.019616 -1.336085 -0.031889 0.00 0.00 -0.01 0.12
C -5.205620 -2.117484 -2.031306 0.00 -0.01 -0.01 -0.04
C -3.191139 1.647298 0.101024 -0.01 0.03 0.05 0.03
H -5.077620 -2.961636 -3.994898 -0.01 0.00 0.00 0.12
```
Forces are in eV/Å.

Results
energy above the lowest of the compared OMol25 structures with the same formula, charge and spin	0.000	eV
calculated total energy	-122933.14091	eV
total charge	+2
Kohn-Sham gap (alpha / beta)	5.83 / 5.83	eV
F_max	0.80	eV/Å

[2]
Molecular formula: C27H20BrF6IrN3O2Te
Method: DFT, ωB97M-V/def2-TZVPD

```
61
Properties=species:S:1:pos:R:3:forces:R:3:lowdin_charge:R:1
C -1.099416 0.754598 0.642171 0.08 0.16 0.06 -0.32
N -1.691007 -0.271677 1.256334 -0.17 -0.09 0.16 -0.04
C -2.414342 2.302637 1.836828 -0.03 -0.01 0.04 0.08
C -1.615060 6.526562 -1.350769 0.02 0.01 0.01 -0.01
F 1.541745 -1.509391 -1.262584 -0.05 0.02 0.01 0.10
H 1.939665 -7.182927 4.139555 0.03 0.01 0.00 0.12
C 2.161327 -8.418714 2.401231 0.00 -0.01 0.00 -0.05
F -2.488977 -0.566972 -1.355180 0.04 -0.07 -0.09 0.19
C -0.577012 1.329077 -2.361052 -0.15 0.01 0.04 0.06
H -4.009191 1.406325 2.973709 -0.01 0.00 -0.02 0.13
C -1.297206 -1.009186 -1.760003 -0.04 0.33 -0.16 -0.55
C -0.083612 7.142689 -3.610475 0.02 -0.01 0.00 -0.10
C -0.491900 5.765046 -1.684601 0.03 -0.20 -0.06 -0.26
H 1.821453 -4.797915 -0.772647 0.03 0.01 0.02 0.07
C -0.222560 0.089479 -1.563056 0.04 0.11 -0.09 -0.26
N -0.071165 4.620295 -0.977038 -0.16 0.21 0.12 0.09
H 0.202504 -4.752924 -0.053461 0.00 0.02 0.01 0.07
Te 1.903544 -3.346995 1.504237 -0.09 0.15 0.06 1.42
H -0.524324 1.104887 -3.425399 -0.02 0.03 -0.01 0.12
H 0.298147 -4.616917 3.261103 0.01 0.02 0.00 0.07
F -1.019731 -2.124797 -1.021198 -0.02 -0.27 0.15 0.09
H 1.169164 5.503094 -3.008101 -0.02 -0.02 -0.01 0.12
H -2.644684 3.320201 2.126087 -0.02 0.00 -0.03 0.15
H 2.336065 -9.404295 0.504508 -0.01 0.00 0.00 0.12
H 0.120728 2.130418 -2.125973 0.05 -0.02 0.00 0.10
Br -1.752965 9.283225 -4.410066 0.02 0.01 0.02 0.82
C 1.825275 -7.338913 0.278760 -0.05 0.00 0.01 -0.02
F 2.083108 0.525694 -1.733010 -0.03 0.01 -0.02 0.20
C 1.349545 -4.760226 3.008313 -0.10 -0.09 0.00 -0.37
C 2.120911 -8.475643 1.014919 0.00 -0.01 0.00 -0.05
H 2.587406 2.095867 2.172292 0.04 -0.05 -0.11 0.16
O 0.664350 -0.232506 2.614070 -0.26 -0.13 0.51 -0.04
F -1.381755 -1.376230 -3.021474 0.02 -0.07 0.09 0.23
C -1.974701 7.585284 -2.155370 -0.01 -0.01 0.00 -0.10
H 1.950883 -4.606478 3.900524 0.05 0.00 -0.03 0.07
H 1.797726 -7.384820 -0.802682 0.03 0.01 0.00 0.12
H 1.607331 3.844681 0.794318 -0.03 0.03 0.04 0.13
C 1.063062 0.833456 2.259325 0.17 0.07 -0.29 -0.11
C -2.725431 -0.048119 2.072969 -0.02 0.07 -0.09 -0.05
H 0.499557 7.396971 -4.483769 0.00 0.00 0.00 0.11
C -1.219087 7.874473 -3.292228 0.00 0.00 0.00 -0.68
H 2.410370 -9.302469 2.972365 -0.02 0.00 0.00 0.12
C 1.266227 -4.878221 0.158654 -0.06 -0.06 -0.02 -0.37
C 0.283939 6.087839 -2.794534 -0.01 0.07 -0.01 -0.01
H -2.837408 8.190968 -1.916795 0.00 0.00 0.00 0.11
H -1.590079 1.658762 -2.129982 0.02 0.00 0.02 0.12
C 1.550646 1.970661 1.859763 -0.01 0.03 0.02 0.02
O -0.039453 0.377173 -0.157577 -0.16 -0.50 0.09 -0.03
C -3.160173 1.242075 2.326266 0.03 0.05 0.00 0.02
Ir -0.161824 -1.725276 1.426095 0.42 0.15 -0.42 1.00
C -0.333222 3.103413 0.625579 -0.09 -0.08 -0.06 -0.21
C 1.611726 -6.082508 2.324941 0.07 0.01 0.03 -0.31
C -1.314217 2.065629 1.005944 -0.04 0.15 -0.16 -0.07
F 1.217568 -0.741623 -3.257207 -0.02 0.01 -0.06 0.22
H -2.184710 6.291928 -0.462791 -0.03 -0.02 -0.03 0.11
C 1.570357 -6.140031 0.932594 0.06 0.01 -0.03 -0.31
H -3.183605 -0.914193 2.531099 0.04 0.01 0.05 0.14
N -0.866939 4.191316 -0.116445 0.34 -0.18 0.14 0.08
C 1.180397 -0.419426 -1.977688 0.13 0.05 0.12 -0.57
C 0.935262 3.039801 1.060413 -0.02 0.03 -0.02 0.02
C 1.905780 -7.225111 3.058164 -0.04 0.00 -0.01 -0.02
```
Forces are in eV/Å.

Results
energy above the lowest of the compared OMol25 structures with the same formula, charge and spin	0.318	eV
calculated total energy	-133348.91651	eV
spin multiplicity	2
total charge	+2
Kohn-Sham gap (alpha / beta)	4.62 / 4.86	eV
expectation value of S²	0.754
F_max	0.61	eV/Å

[3]
Molecular formula: C27H20BrN5O3PSSe2V
Method: DFT, ωB97M-V/def2-TZVPD

```
61
Properties=species:S:1:pos:R:3:forces:R:3:lowdin_charge:R:1
N 2.448154 2.492658 1.276860 -0.40 0.05 -0.11 0.11
H -3.421908 2.230106 -0.095054 -0.05 -0.05 0.02 0.09
N -4.099027 4.631128 1.162378 0.10 -0.16 0.00 0.10
C -1.536946 2.287811 0.646450 0.02 0.04 0.47 -0.49
C -0.264499 -2.911427 3.144847 0.04 -0.06 -0.08 -0.38
H 0.514575 -6.044765 2.092456 -0.02 0.04 0.02 0.10
H -0.477853 0.053693 -8.262883 -0.01 -0.02 0.03 0.10
H -0.289860 -3.870291 1.230633 0.01 0.01 -0.04 0.04
C 2.251074 1.505469 0.337937 0.81 -0.49 0.12 -0.83
N 1.813429 1.871894 -0.904156 1.03 1.44 -0.28 -0.05
C -0.130351 0.042380 -4.415985 -0.06 0.05 0.14 -0.12
H -4.554415 -0.819134 5.803987 0.02 0.01 -0.05 0.10
O -0.701419 0.823266 -2.218089 -0.03 -0.05 -0.92 -0.10
C 0.031419 0.051890 -2.927047 -0.20 -0.09 0.01 -0.58
C 1.746526 3.140042 -1.236033 0.07 -0.15 0.16 -0.07
C 0.013364 -3.073532 4.502498 0.01 -0.06 -0.02 -0.12
N 0.007509 4.588884 2.843250 -0.05 -0.12 -0.20 0.12
S 2.550552 -0.118373 0.653619 0.18 0.26 0.16 0.71
C 0.635451 -5.369522 4.125724 -0.02 0.03 0.00 -0.11
C -0.879345 1.032454 -5.037393 -0.06 0.03 -0.10 -0.01
N -2.576512 1.693901 0.011034 -0.05 0.20 -0.22 0.19
C -5.306566 -1.309299 3.851744 0.05 0.00 0.02 -0.10
C -3.642225 -1.577374 2.131589 -0.05 -0.02 0.16 -0.12
H 1.361517 3.357074 -2.224437 -0.12 0.03 0.02 0.13
H 2.045705 5.202029 -0.618211 0.02 -0.03 0.04 0.10
H 0.665398 -4.408726 6.047585 -0.01 0.02 -0.05 0.10
O 0.899689 -0.668168 -2.372045 -0.09 0.02 -0.60 -0.06
C -3.068378 4.116235 1.281724 0.24 0.03 0.03 -0.26
C 0.337442 -0.930897 -6.541566 0.04 -0.08 -0.02 -0.68
C 0.482870 -0.950617 -5.167127 0.07 -0.09 -0.02 -0.06
C -2.972611 -1.017999 4.370430 -0.08 -0.02 -0.03 -0.12
H 2.499853 4.507047 1.745568 -0.04 0.02 0.07 0.12
C -1.798532 3.486823 1.374481 -0.07 0.17 0.08 -0.20
C 2.369591 3.797376 0.944833 -0.09 -0.01 0.12 -0.07
C -0.086350 -3.992571 2.284773 -0.01 -0.03 0.16 -0.12
H 0.991875 -6.320371 4.505317 -0.01 0.03 -0.01 0.09
C 0.453273 -4.296159 4.990010 -0.03 0.02 -0.02 -0.09
H -2.342811 1.051034 -0.726844 0.02 -0.15 0.00 0.06
C -0.391426 0.055297 -7.184481 -0.06 0.10 0.04 -0.14
C -0.803495 4.082956 2.188018 0.04 -0.10 -0.09 -0.24
C -4.974166 -1.581942 2.533408 0.06 -0.01 0.01 -0.09
H -6.345235 -1.302656 4.161863 0.03 -0.01 0.00 0.09
H -2.193406 -0.765274 5.078591 0.00 0.02 -0.02 0.06
H -0.090531 -2.226273 5.169668 0.01 -0.01 -0.03 0.06
C 0.366345 -5.214663 2.774201 -0.03 0.07 0.00 -0.09
H -1.587404 1.811671 -6.909843 0.04 -0.02 0.02 0.10
O -0.392742 1.753498 0.633259 -0.23 0.70 0.03 -0.18
H -1.354760 1.785904 -4.423935 -0.01 -0.01 -0.01 0.12
H 1.056832 -1.719759 -4.667932 0.00 0.04 0.00 0.12
C -4.301520 -1.033688 4.771461 0.04 -0.02 -0.03 -0.09
Se -0.848239 -1.394702 0.331291 -0.67 -1.09 0.79 0.49
H -3.382179 -1.783964 1.103386 -0.01 0.02 -0.04 0.04
C -2.631521 -1.290785 3.045566 -0.07 -0.03 -0.09 -0.38
H -5.754225 -1.794792 1.810862 0.05 0.02 0.01 0.10
V 0.493309 0.412779 -0.612748 -0.41 -0.66 0.71 0.32
Se 0.112258 0.256799 3.692139 0.06 0.05 -0.24 0.25
Br 1.150063 -2.297360 -7.584330 0.01 0.03 0.02 0.71
C 2.104857 4.161998 -0.337218 0.03 0.25 -0.20 -0.04
H 2.419422 2.195767 2.243572 0.06 -0.01 0.09 0.13
P -0.853859 -1.263037 2.551169 -0.15 -0.12 -0.07 0.22
C -1.004881 1.040529 -6.420185 0.02 -0.03 0.05 -0.07
```
Forces are in eV/Å.

Results
energy above the lowest of the compared OMol25 structures with the same formula, charge and spin	1.223	eV
calculated total energy	-288470.09257	eV
spin multiplicity	4
total charge	-1
Kohn-Sham gap (alpha / beta)	6.25 / 6.85	eV
expectation value of S²	3.772
F_max	1.79	eV/Å

[4]
Molecular formula: C27H20Cl2N4PbS
Method: DFT, ωB97M-V/def2-TZVPD

```
55
Properties=species:S:1:pos:R:3:forces:R:3:lowdin_charge:R:1
C -3.871784 -2.359331 2.109308 0.01 0.01 0.00 -0.04
C 0.137754 5.172656 0.495544 0.00 0.01 -0.01 -0.13
N -0.693447 -0.481335 2.014367 -0.04 0.01 0.02 -0.02
C -1.685055 -1.205243 2.553950 0.02 -0.01 0.02 -0.22
Cl 0.103785 3.158815 2.249010 0.01 0.00 -0.01 0.68
H 5.342424 -0.321262 0.203210 0.00 0.00 0.00 0.11
H 1.826297 -5.984541 0.041227 0.00 0.01 0.00 0.11
H -5.723189 -3.312132 1.613113 0.00 0.00 0.00 0.10
H 1.455888 -0.330331 4.577248 -0.01 0.00 -0.01 0.11
C -1.537426 5.565769 -1.166030 -0.02 -0.01 -0.01 -0.12
C -2.222692 4.443596 -0.729173 0.00 -0.02 0.01 -0.68
H -2.392647 -2.191701 4.331025 0.00 0.00 0.00 0.10
C 2.103988 -2.611944 0.017953 -0.02 -0.05 0.02 -0.30
H 3.458962 3.495668 -0.367251 0.00 -0.01 0.00 0.10
C 4.573844 1.661772 -0.063040 -0.01 0.01 0.00 -0.07
C 3.424003 2.420382 -0.265248 0.01 0.02 -0.01 -0.07
H 3.554579 -4.217893 0.072757 -0.01 0.00 0.00 0.11
C -0.470064 -1.312518 4.623170 -0.01 -0.01 0.00 -0.05
C -1.591428 -1.626030 3.881305 0.01 -0.01 -0.01 0.00
C 4.465377 0.296251 0.052017 -0.01 -0.02 0.00 -0.02
C 3.189982 -0.290650 -0.033168 0.01 0.03 -0.03 -0.31
H -3.875796 -2.768124 3.111348 0.00 0.00 0.00 0.10
C -0.088458 -3.220611 -0.047577 -0.02 0.02 -0.01 -0.13
H 1.056838 5.438857 0.999479 -0.01 0.00 0.00 0.10
C -4.922367 -2.673092 1.263590 0.00 0.00 0.00 -0.09
N 3.134412 -1.675802 0.066506 -0.01 0.01 0.04 0.12
Cl -3.694475 4.042100 -1.557311 0.00 0.00 -0.01 0.65
S -2.655145 2.218558 0.871067 -0.01 0.06 0.01 0.45
C 1.539652 -4.940741 0.022967 0.00 0.00 0.00 -0.07
C -0.351676 5.931570 -0.553763 0.02 0.02 0.00 -0.09
H -0.395657 -1.633531 5.654400 0.00 0.00 0.00 0.11
H -1.941207 6.141234 -1.987404 0.00 0.00 0.01 0.10
H -3.953377 -0.951928 -1.474149 0.00 0.00 0.01 0.09
N 0.831960 -2.247018 -0.026857 0.07 0.03 -0.05 0.11
C -2.833793 -1.535793 1.668389 0.00 0.02 -0.02 -0.23
H 5.545542 2.134787 -0.000198 0.00 0.00 0.00 0.11
C -4.945267 -2.163943 -0.027538 -0.01 0.00 0.00 -0.09
C -3.910932 -1.346446 -0.463298 0.00 -0.01 0.01 -0.13
Pb -1.126526 0.379171 -0.237616 -0.05 -0.01 0.00 1.06
H 4.041471 -2.098992 0.153035 0.03 -0.01 0.00 0.12
C -2.840900 -1.021520 0.365825 -0.01 -0.05 -0.01 -0.36
H -0.596580 -5.298599 -0.037255 0.01 0.00 0.00 0.10
C 0.396661 -0.193571 2.723367 -0.02 -0.01 -0.02 -0.16
N 2.090745 0.423809 -0.209423 0.00 0.01 0.01 0.07
C -0.567741 4.058417 0.917401 -0.04 -0.03 0.01 -0.69
H -1.119669 -2.885432 -0.081340 0.01 -0.01 -0.01 0.09
H 0.187518 6.806550 -0.891467 0.00 0.00 0.00 0.10
C 2.502569 -3.961157 0.041611 0.00 0.01 0.00 -0.02
C 0.557485 -0.589811 4.035213 0.02 0.01 -0.01 -0.05
H -5.768520 -2.402856 -0.690049 0.00 0.00 0.00 0.10
C 2.221843 1.750006 -0.330349 -0.02 -0.04 0.01 -0.18
H 1.296997 2.297370 -0.486281 0.01 0.01 0.00 0.06
H 1.159853 0.371828 2.205074 0.01 0.02 0.00 0.08
C -1.771941 3.637180 0.329011 0.10 0.02 0.00 -0.76
C 0.199631 -4.568269 -0.021903 -0.01 0.01 0.00 -0.07
```
Forces are in eV/Å.

Results
energy above the lowest of the compared OMol25 structures with the same formula, charge and spin	0.013	eV
calculated total energy	-75413.07787	eV
Kohn-Sham gap	7.67	eV
F_max	0.10	eV/Å